A structure of composition C4H6O2. Source: the OMol25 dataset; level of theory: wB97M-V/def2-TZVPD.

Summary:
Net charge: 0
LUMO (eV): 0.82
Energy relative to the best compared isomer or geometry (same formula, charge and spin) (kJ/mol): 197.4
Multiplicity: 1

Cartesian coordinates (Å):
O: -0.3540 0.1639 1.5607
C: -0.8186 -0.2057 0.2423
C: -0.3727 1.0143 -0.5700
C: 1.0116 0.4010 -0.2840
O: 2.0883 0.8296 0.0032
C: 0.3057 -1.0352 -0.3655
H: 0.3093 -0.4690 1.8696
H: -1.8542 -0.5360 0.3170
H: -0.6681 1.9796 -0.1632
H: -0.5524 0.9580 -1.6503
H: 0.2097 -1.2324 -1.4390
H: 0.5420 -1.9850 0.1354